No. 1
The following is a DFT calculation (ωB97M-V/def2-TZVPD) of a molecular structure, C8H26IN2O2PSiTa at a distorted geometry.

## Properties
**HOMO level**: -3.861 eV
**Energy**: -42611.656 eV
**Charge**: -1

Element x y z (Å)
C1 2.8270 2.3198 2.1500
C2 1.7682 3.0385 1.3090
I1 -0.1327 2.9814 2.4218
C3 1.5276 2.5953 -0.1413
Ta1 2.0255 0.4731 -0.8940
N1 1.3801 -0.4224 0.8991
C4 -0.0082 0.3401 -2.0498
C5 -0.8675 -0.8765 -1.7485
O1 -2.2444 -0.4991 -1.5913
Si1 -3.0255 -0.6755 -0.1495
C6 -4.1618 -2.1843 -0.1060
C7 -1.9363 -0.7598 1.3700
C8 -4.1343 0.8372 0.0715
P1 2.7871 -1.8580 -1.7752
N2 3.8168 -2.5185 -0.5110
O2 1.5144 -2.9821 -1.8597
H1 2.3802 1.7185 2.9288
H2 3.4274 3.0627 2.6654
H3 3.4956 1.7082 1.5591
H4 1.9860 4.0938 1.3345
H5 0.4790 2.7385 -0.3691
H6 2.0419 3.3035 -0.7862
H7 3.7889 0.6115 -0.2816
H8 2.7561 1.2117 -2.4430
H9 1.1883 0.1265 1.7258
H10 1.5229 -1.4018 1.0901
H11 -0.6074 1.2069 -1.7932
H12 0.2152 0.3900 -3.1102
H13 -0.4923 -1.4393 -0.8973
H14 -0.8142 -1.5463 -2.5992
H15 -3.5977 -3.0970 0.0491
H16 -4.7995 -2.0472 0.7631
H17 -4.7856 -2.2474 -0.9875
H18 -2.5482 -0.8797 2.2551
H19 -1.1980 -1.5515 1.3073
H20 -1.3885 0.1723 1.4703
H21 -4.9676 0.8413 -0.6189
H22 -4.4983 0.8056 1.0916
H23 -3.5232 1.7213 -0.0520
H24 4.4317 -3.2174 -0.9099
H25 3.2440 -2.9700 0.1947
H26 1.1274 -3.1241 -0.9818

Cartesian forces (eV/Å) of the 2 atoms listed first:
-0.1 0.4 0.2
0.0 -0.1 -0.2

---

No. 2
The following is a DFT calculation (ωB97M-V/def2-TZVPD) of a molecular structure, C8H26N4O5Sc at a distorted geometry.

## Properties
**HOMO level (alpha / beta)**: -8.343 / -7.992 eV
**Energy**: -45606.341 eV
**Charge**: +1

Element x y z (Å)
O1 -1.5700 -2.2841 1.2796
H1 -2.3973 -2.8098 1.2817
Sc1 -0.3141 -0.6149 0.8198
N1 -0.9746 0.7605 -0.9861
N2 -2.1711 0.3166 1.1173
O2 -0.1013 1.1601 -2.0550
O3 -2.7945 -0.1447 2.3421
C1 -2.0967 1.5130 -0.8285
C2 -2.8402 1.1632 0.3413
C3 -2.4335 2.7476 -1.6003
C4 -4.1277 1.7220 0.7925
H2 -2.0053 2.7782 -2.6222
H3 -2.1114 3.6503 -1.0307
H4 -3.5352 2.7598 -1.6894
H5 -4.4404 1.2310 1.7269
H6 -4.8743 1.5472 0.0099
H7 -4.0334 2.8038 0.9505
H8 -0.3891 2.1008 -2.1608
H9 -2.5969 -1.1216 2.3748
O4 0.2240 0.8506 2.3534
H10 0.4060 1.6549 1.8266
H11 -0.6239 1.0476 2.8100
C5 -1.2354 -2.1150 -0.4446
H12 -0.1467 -1.9817 -0.4707
H13 -1.8366 -1.2028 -0.6507
H14 -1.6291 -3.0629 -0.8453
O5 0.7927 -1.4407 -3.9085
H15 0.3180 -0.6225 -3.5740
H16 0.0798 -2.1057 -4.0679
N3 0.9814 -2.0604 1.9616
C6 2.3468 -1.6710 2.2951
C7 3.2959 -1.8145 1.1333
C8 2.9128 -1.2216 -0.2244
N4 1.7711 -0.2528 -0.1808
H17 0.9422 -3.0067 1.5835
H18 0.3721 -2.1579 2.7784
H19 2.3123 -0.6510 2.6573
H20 2.6963 -2.2446 3.1460
H21 4.2641 -1.3913 1.4268
H22 3.5105 -2.8746 0.9716
H23 3.7924 -0.7172 -0.6545
H24 2.6513 -2.0035 -0.9454
H25 1.5313 0.1050 -1.1166
H26 2.1343 0.5960 0.2669

Cartesian forces (eV/Å) of the 2 atoms listed first:
0.3 -1.5 -3.0
0.6 0.5 -0.2

---

No. 3
The following is a DFT calculation (ωB97M-V/def2-TZVPD) of 5 unconnected molecules or ions with the total composition C8H26O9 at a distorted geometry.

## Properties
**HOMO level**: -9.330 eV
**Energy**: -27141.361 eV
**Charge**: 0

Element x y z (Å)
O1 -0.8751 0.8725 1.3526
C1 -2.1370 1.4200 1.7699
C2 -2.1689 2.7896 1.1404
O2 -1.3197 3.8828 1.4579
H1 -0.3002 1.6404 1.3904
H2 -2.8798 0.7457 1.3437
H3 -2.3815 1.5232 2.8271
H4 -3.1236 3.3137 1.1850
H5 -2.1703 2.6580 0.0584
H6 -1.7260 4.4222 2.1402
O3 -1.3106 -2.6909 0.3951
C3 -0.3029 -3.6856 0.2943
C4 1.2334 -3.3229 0.1548
O4 1.8249 -2.6429 1.3018
H7 -0.9224 -1.9138 -0.0134
H8 -0.4379 -4.3821 1.1218
H9 -0.3794 -4.2294 -0.6473
H10 1.2839 -2.6007 -0.6600
H11 1.7614 -4.2505 -0.0664
H12 2.6893 -2.3783 0.9785
O5 2.0559 -0.0049 2.4964
C5 2.7805 1.0417 1.8903
C6 3.8820 0.4403 1.0008
O6 3.3504 -0.0543 -0.1991
H13 1.4405 -0.3969 1.8725
H14 2.0265 1.5767 1.3129
H15 3.2800 1.6175 2.6696
H16 4.4215 -0.3757 1.4816
H17 4.5533 1.2521 0.7210
H18 3.5434 -0.9947 -0.2029
O7 -1.4345 1.9072 -2.7799
C7 -2.3926 0.9706 -3.2652
C8 -2.3319 -0.4341 -2.4021
O8 -1.0583 -0.9810 -2.6549
H19 -0.9023 2.0365 -3.5684
H20 -3.3801 1.4209 -3.3662
H21 -2.0792 0.7496 -4.2855
H22 -3.1481 -0.9704 -2.8861
H23 -2.6897 -0.5114 -1.3755
H24 -0.4160 -0.6723 -2.0118
O9 0.5725 0.1074 -0.8689
H25 1.4475 0.4932 -0.9119
H26 0.1212 0.6109 -0.1914

Cartesian forces (eV/Å) of the 2 atoms listed first:
-0.1 -0.1 1.1
0.4 0.7 -0.6

---

No. 4
The following is a DFT calculation (ωB97M-V/def2-TZVPD) of a molecular structure, C8H27FN2NbO4P at a distorted geometry.

## Properties
**HOMO level**: -6.443 eV
**Energy**: -33450.016 eV
**Charge**: 0

Element x y z (Å)
C1 0.1199 1.0247 -2.7602
C2 -0.8521 0.9035 -3.9746
F1 -1.0800 2.1454 -4.5794
Nb1 -2.7016 -0.2991 -3.3882
P1 -4.0819 1.8933 -3.4235
N1 -5.4024 1.6920 -2.5537
O1 -3.2460 3.2345 -2.8293
O2 -4.4013 2.2619 -5.0363
H1 -0.2479 1.7556 -2.0284
H2 1.1054 1.3349 -3.1475
H3 0.2197 0.0535 -2.2596
H4 -0.3063 0.2978 -4.7200
H5 -2.3551 -0.2059 -1.5997
H6 -4.2306 -1.2306 -3.0534
H7 -2.9946 -0.5859 -5.1851
H8 -1.7095 -1.8481 -3.4506
H9 -5.3633 2.4163 -1.8371
H10 -2.9736 3.0969 -1.9280
H11 -3.6563 1.8682 -5.4947
C3 0.3560 -2.0921 -0.0241
O3 1.7528 -1.9022 -0.2294
C4 2.3073 -0.7958 0.4278
C5 2.8030 -1.1744 1.8103
N2 1.6653 -1.4330 2.7625
C6 0.7857 -0.2730 3.1473
C7 1.5171 0.7714 3.9747
O4 1.7590 0.3216 5.2891
C8 2.9863 -0.3605 5.5040
H12 -0.0820 -2.4401 -0.9576
H13 0.1955 -2.8748 0.7300
H14 -0.1542 -1.1718 0.2753
H15 1.6166 0.0530 0.4399
H16 3.1728 -0.4841 -0.1593
H17 3.4366 -0.4014 2.2418
H18 3.3652 -2.1065 1.7646
H19 2.0360 -1.8483 3.6194
H20 1.0825 -2.1734 2.3610
H21 -0.0280 -0.7049 3.7286
H22 0.3781 0.1520 2.2319
H23 0.8532 1.6322 4.0631
H24 2.4338 1.1313 3.4987
H25 3.7380 -0.1166 4.7475
H26 2.8120 -1.4433 5.5212
H27 3.3689 -0.0744 6.4816

Cartesian forces (eV/Å) of the 2 atoms listed first:
-0.3 0.4 -0.7
0.0 -0.6 0.2

---

No. 5
The following is a DFT calculation (ωB97M-V/def2-TZVPD) of 5 unconnected molecules or ions with the total composition C8H27O5 at a distorted geometry.

## Properties
**HOMO level**: -13.736 eV
**Energy**: -18960.884 eV
**Charge**: +1

Element x y z (Å)
O1 -0.9942 0.8166 0.2104
H1 -0.4554 0.2025 0.6009
H2 -0.6378 1.2162 -0.5545
H3 -0.9325 1.4919 0.9792
C1 -1.1906 0.7127 3.6468
O2 -1.5016 1.6441 2.6474
H4 -1.8505 -0.1402 3.7715
H5 -0.9669 0.9202 4.5618
H6 -0.3774 0.1298 3.4710
H7 -1.8943 2.3625 3.1034
C2 2.3915 1.0973 1.5779
O3 1.4732 2.0290 1.0190
H8 2.6949 0.3125 0.9675
H9 1.9396 0.6687 2.4476
H10 3.2130 1.7346 1.9650
H11 1.8316 2.9354 1.0424
C3 -1.7937 -2.7023 1.4986
C4 -0.5363 -2.6674 0.7425
C5 -0.6743 -2.9242 -0.7542
O4 0.1753 -1.4066 1.0918
H12 -2.1829 -3.6394 1.3768
H13 -2.6541 -2.0006 0.9882
H14 -1.8982 -2.2264 2.4772
H15 0.2065 -3.4128 1.1353
H16 -1.4571 -2.2908 -1.3714
H17 -0.9061 -4.1007 -0.8394
H18 0.2583 -2.7901 -1.0907
H19 0.7668 -1.6553 1.8314
C6 0.7382 -0.1199 -2.6402
C7 0.7760 1.4046 -2.7834
C8 0.7237 1.8216 -4.3028
O5 -0.3356 1.9373 -2.1798
H20 1.4983 -0.5612 -3.4403
H21 -0.2428 -0.6620 -2.8898
H22 0.9560 -0.4749 -1.6241
H23 1.6659 1.7072 -2.3662
H24 1.6184 1.3140 -4.7412
H25 0.9228 2.9290 -4.5006
H26 -0.0752 1.5404 -4.7847
H27 -0.2925 2.8465 -2.2904

Cartesian forces (eV/Å) of the 2 atoms listed first:
-3.7 3.3 2.1
3.1 -4.5 1.3

---

No. 6
The following is a DFT calculation (ωB97M-V/def2-TZVPD) of a molecular structure, C8H28BKO8 at a distorted geometry.

## Properties
**HOMO level**: -8.272 eV
**Energy**: -42128.416 eV
**Charge**: 0

Element x y z (Å)
K1 -0.8591 0.9718 -0.2928
B1 0.0002 3.3304 1.5062
H1 0.8062 4.1230 1.2333
H2 0.5570 2.3534 1.7512
H3 -0.5968 3.5798 2.4784
H4 -0.7920 3.1250 0.7035
C1 1.3438 1.5462 -3.0552
C2 0.8261 0.1869 -3.4980
O1 0.4960 -0.6226 -2.3661
O2 0.3656 2.4355 -2.5503
H5 1.8938 1.9561 -3.9107
H6 2.1227 1.4145 -2.2964
H7 1.5412 -0.3798 -4.1076
H8 0.0277 0.2942 -4.2494
H9 0.3916 -1.5294 -2.6754
H10 0.7025 3.2983 -2.2953
C3 0.5258 -0.2098 3.2508
C4 0.2090 0.2148 4.6759
O3 1.1607 -0.2423 5.6257
O4 -0.6068 0.1215 2.4437
H11 0.5291 -1.3061 3.1681
H12 1.4745 0.1621 2.8642
H13 -0.8404 0.0675 4.9258
H14 0.3149 1.3121 4.6155
H15 0.7431 -0.3638 6.4796
H16 -0.6019 1.0967 2.3844
C5 2.6748 -1.6694 0.6192
C6 3.8556 -1.5661 -0.3406
O5 3.4338 -1.9981 -1.6349
O6 1.6954 -0.7388 0.1840
H17 3.0219 -1.3309 1.5964
H18 2.3006 -2.6870 0.7295
H19 4.7235 -2.1839 -0.0780
H20 4.1995 -0.5280 -0.3766
H21 4.1148 -2.4621 -2.1176
H22 1.1953 -1.1448 -0.5305
C7 -3.3744 -1.0771 -1.5242
C8 -4.7660 -0.8742 -2.0169
O7 -5.6617 -1.5444 -1.1394
O8 -3.2312 -0.7138 -0.1414
H23 -2.6185 -0.5816 -2.1371
H24 -3.0714 -2.1333 -1.5414
H25 -4.9245 -1.1666 -3.0639
H26 -4.9788 0.2005 -2.1235
H27 -6.5470 -1.3545 -1.4652
H28 -3.7758 -1.3818 0.2932

Cartesian forces (eV/Å) of the 2 atoms listed first:
0.2 -0.1 0.2
0.0 0.2 0.7